Entry 1:
41
Properties=species:S:1:pos:R:3:forces:R:3 method="wB97M-V/def2-TZVPD" total_energy_ha=-1012.35416 molar_mass_g_mol=252.24 charge=-1 e_homo_ev=-5.815 multiplicity=1 gap_ev=8.65
O 0.417850 2.247638 -0.942285 1.314 0.820 -0.613
O 1.183775 -1.445570 1.552528 -1.406 -0.851 0.235
O -0.441626 -0.750488 -3.835288 0.518 0.540 -0.445
O -1.180465 -3.039891 -2.779341 0.055 -0.211 0.179
O -1.917086 -1.746051 2.987237 -0.033 -0.503 0.452
O 2.916799 0.423516 1.337800 0.936 0.321 0.251
O -2.383804 1.062725 3.138020 0.322 0.092 0.184
O 0.240308 0.825400 2.701806 -0.470 0.102 0.515
O 1.920823 1.354154 -3.039542 0.528 -0.139 0.333
O 1.975250 2.838086 0.816731 -0.146 -0.150 -0.447
O -3.430514 -1.276239 -1.031353 0.397 0.113 0.302
N -0.615600 0.144629 -0.350222 0.036 -0.858 0.336
C -0.725596 1.560575 -0.717789 -0.739 -0.395 -1.373
C 0.662979 -0.557521 -0.632622 -0.393 1.479 1.286
C 0.653533 -1.822824 0.233549 2.263 0.258 0.531
H -2.621456 -0.781694 -0.791721 0.192 0.057 -0.272
H 0.881565 -0.506801 -1.685525 -0.284 -1.083 -0.441
H -0.713566 0.101790 0.652482 -0.036 0.118 0.310
H 1.364492 1.899993 -2.439886 -0.425 -0.091 0.161
H 2.100047 -1.137439 1.499604 -0.049 0.417 -0.358
H 2.585550 1.050282 -2.394132 -0.279 0.012 -0.525
H 1.364175 -2.599726 -0.075343 -0.557 0.032 -0.620
H -1.376822 1.985568 0.072762 0.033 0.118 -0.555
H 1.477206 0.065272 -0.212348 -0.273 -0.447 -0.300
H 0.402254 -0.272047 -3.819992 0.087 0.006 -0.006
H 0.846930 1.566597 2.549161 0.033 -0.600 -0.355
H 1.184543 2.631135 -0.169088 -0.837 -0.736 1.024
H -3.845340 -1.392090 -0.171715 -0.249 -0.089 -0.035
H 2.434245 1.288727 1.119824 0.517 0.238 -0.028
H 3.791309 0.706999 1.648817 -0.486 -0.038 -0.166
H -1.856898 -2.737536 -2.156965 0.146 0.118 -0.223
H -1.217232 1.523977 -1.744134 -0.230 0.390 1.070
H -1.010451 -0.179576 -3.317611 -0.353 0.179 0.232
H 0.529480 -0.039024 2.332286 0.767 0.648 -0.152
H 2.648766 3.345360 0.358024 0.310 0.107 0.271
H -2.715756 0.415915 3.776454 0.358 0.107 -0.369
H -0.968024 -1.627507 3.089198 0.139 -0.005 -0.102
H -0.758566 -2.237934 -3.161941 -0.425 -0.425 0.324
H -1.393098 0.937898 3.081960 -1.003 0.153 0.091
H -2.096665 -1.573558 2.064765 -0.002 0.220 -0.300
H -0.313307 -2.252702 0.455838 -0.276 -0.020 -0.400

Entry 2:
17
Properties=species:S:1:pos:R:3:forces:R:3 method="wB97M-V/def2-TZVPD" total_energy_ha=-1315.91014 molar_mass_g_mol=186.62 charge=0 e_homo_ev=-10.395 multiplicity=1 gap_ev=10.91
Cl 0.671224 -2.796974 -0.384395 -0.038 0.075 -0.330
S -1.784649 0.503712 -0.551863 0.403 0.032 0.001
O -0.758559 1.270929 -1.568333 -0.067 -0.672 0.530
O -0.057269 -0.169354 2.255699 -0.104 0.413 0.029
O -3.055492 0.494747 -1.190070 -0.573 0.152 -0.430
O -1.176244 -1.013903 -0.788840 0.146 0.116 0.141
C 0.598011 0.870548 -1.254261 0.331 0.703 -0.290
C -0.347774 -1.487189 0.262625 0.131 -0.135 0.159
C 0.548178 -0.459672 1.005301 -0.454 0.383 0.069
C 0.918461 0.825545 0.232944 0.155 -0.412 -0.306
H 1.215675 1.637897 -1.703602 0.005 0.238 -0.112
H 1.990771 0.958785 0.311486 0.259 -0.002 0.037
H -0.982575 -1.957009 0.999043 -0.056 -0.130 0.272
H 0.493150 1.701560 0.708701 -0.215 0.152 0.186
H -0.581540 0.642887 2.176753 0.088 -0.331 0.003
H 1.467592 -0.969062 1.252487 0.125 -0.289 0.057
H 0.841040 -0.053448 -1.763676 -0.136 -0.295 -0.015

Entry 3:
19
Properties=species:S:1:pos:R:3:forces:R:3 method="wB97M-V/def2-TZVPD" total_energy_ha=-273.86334 molar_mass_g_mol=96.17 charge=0 e_homo_ev=-9.778 multiplicity=1 gap_ev=10.95
C -1.595226 -1.600241 0.225931 -0.146 -0.007 -0.159
C -0.422901 -0.683474 0.386800 -0.028 -0.044 0.031
C 0.348006 0.930258 -0.791586 0.011 0.083 -0.090
C 1.456271 1.968100 -0.850407 0.033 0.020 0.014
C -0.510268 0.838075 0.498388 -0.084 0.089 0.101
C -0.686289 -1.727450 1.422664 0.116 -0.025 0.160
C 0.738228 -0.559799 -0.599076 0.098 -0.109 -0.062
H -1.508255 1.288631 0.477729 0.131 -0.068 -0.020
H 0.722498 -1.206456 -1.482825 -0.022 0.093 0.116
H -0.307357 1.030838 -1.664609 0.077 -0.023 0.114
H -1.543747 -2.372007 -0.538007 0.032 0.108 0.108
H -0.021226 -2.586402 1.469993 -0.086 0.138 -0.051
H 0.031138 1.224391 1.371173 -0.032 -0.072 -0.108
H 2.065498 1.856765 -1.755394 -0.103 -0.015 0.118
H 1.714408 -0.660158 -0.108159 -0.125 0.033 -0.025
H -2.591326 -1.192742 0.380398 0.157 -0.033 0.007
H 2.124865 1.872771 0.013716 -0.098 -0.009 -0.093
H -1.066351 -1.408600 2.390216 0.042 -0.007 -0.164
H 1.052034 2.987500 -0.846945 0.028 -0.153 0.002

Entry 4:
16
Properties=species:S:1:pos:R:3:forces:R:3 method="wB97M-V/def2-TZVPD" total_energy_ha=-702.35976 molar_mass_g_mol=121.19 charge=+1 e_homo_ev=-13.272 multiplicity=1 gap_ev=9.73
S 0.889213 2.376947 0.259897 0.123 -0.270 0.096
O -0.128541 -1.849107 -1.143516 -0.697 -0.552 -0.592
N 1.876017 -1.102237 -0.280128 4.767 -0.238 -0.586
N -1.618499 -0.692968 0.726022 0.136 -0.302 -1.205
C -0.496190 1.269797 -0.277488 -0.651 1.678 -2.625
C -0.274762 -0.003009 0.469082 0.691 -1.910 -0.650
C 0.527962 -1.068867 -0.523432 1.174 1.033 2.587
H 2.577765 -0.303411 -0.069001 -2.936 -0.861 0.030
H -1.498715 -1.350626 1.477319 0.085 -0.587 0.487
H -2.348437 -0.018998 1.070535 0.592 -0.777 -1.047
H -1.820714 -1.321669 -0.169435 0.181 1.587 1.575
H -0.589018 1.010182 -1.443403 0.562 0.815 2.470
H 1.344954 3.008321 -0.831899 -0.423 -0.276 -0.311
H 0.324512 0.006311 1.410167 -0.827 0.466 -0.594
H 2.667099 -1.836007 -0.600005 -3.614 1.327 0.168
H -1.432644 1.875341 -0.074715 0.837 -1.133 0.198